Density functional theory data (wB97M-V/def2-TZVPD) for C27H50OsP2 as an isolated structure in a non-equilibrium geometry.

Structure (XYZ):
```
80
C27H50OsP2, DFT wB97M-V/def2-TZVPD
Os -0.07133 0.19130 -1.03306
C -0.88885 -1.58106 2.09048
C 0.30952 -1.58271 1.24466
C 0.79006 -0.52739 3.27203
C -0.59123 -0.87041 3.26413
C 1.36567 -1.04931 2.10172
C -2.18475 -2.24109 1.75536
H -2.08346 -2.87231 0.84998
H -2.97541 -1.50175 1.49939
H -2.59472 -2.84636 2.60205
C -1.60285 -0.62916 4.30691
H -2.32424 -1.45691 4.29858
H -2.17478 0.31611 4.19568
H -1.10890 -0.59677 5.28030
C 1.45978 -0.05287 4.49291
H 1.04454 -0.58624 5.34616
H 1.28851 1.01435 4.67926
H 2.51585 -0.29419 4.44641
C 2.79628 -1.45557 2.12799
H 3.11092 -1.77862 3.14855
H 3.44218 -0.56686 1.90196
H 2.99465 -2.27189 1.42765
C 0.64680 -2.75761 0.36138
H 1.45345 -3.33369 0.85916
H 0.98947 -2.55151 -0.67714
H -0.25689 -3.37280 0.30985
C -0.99340 1.30365 -2.25746
C -1.85632 0.10234 -2.71738
C -1.48884 -0.54322 -4.06495
C -0.04394 -0.94618 -4.16306
C 0.72736 -0.65708 -2.81056
C 1.59417 0.47059 -2.97619
C 1.21355 1.83963 -3.37770
C -0.30651 2.08229 -3.30428
H -1.71637 0.21276 -4.82489
H 0.29846 -0.49686 -5.11151
H -2.09200 -1.44626 -4.21099
H -0.79598 1.84341 -4.24581
H -1.67424 1.93223 -1.68360
H -2.85102 0.54469 -2.86237
H -0.49085 3.10135 -2.93411
H 1.71034 2.66502 -2.81693
H 2.67942 0.28665 -2.96371
H 1.45362 2.00983 -4.43476
H 0.01214 -2.03044 -4.35021
H 1.29154 -1.60248 -2.58480
P -2.24459 -0.99531 -1.27804
C -3.90070 -0.30209 -0.88300
C -2.26577 -2.68442 -1.93383
P 3.56062 0.74585 0.17688
C 1.84660 0.58981 -0.42426
C 4.25537 -0.55307 -0.94954
C 3.70866 2.35138 -0.74674
H -3.82631 0.48561 -0.11599
H -4.55219 -1.11407 -0.52137
H -4.36686 0.17750 -1.76520
H -1.34481 -2.90205 -2.48559
H -3.14500 -2.86220 -2.57180
H -2.26765 -3.34580 -1.05360
H 3.32344 2.31873 -1.78432
H 4.78700 2.55825 -0.74450
H 3.17263 3.13352 -0.16145
H 1.73684 1.46420 -1.13099
H 1.82021 -0.38957 -0.99116
H 5.03166 -1.02838 -0.34075
H 4.72630 -0.12946 -1.83897
H 3.53742 -1.34082 -1.23727
C -2.60319 1.72192 1.90738
C -1.23618 2.37256 1.75258
C -0.65280 2.65244 3.16560
C -0.15966 1.65097 0.83561
H -2.53554 0.62994 1.82336
H -3.29772 2.08849 1.13937
H -3.07231 1.96080 2.88459
H -1.39987 3.35960 1.27596
H -0.61489 1.71814 3.75132
H 0.37045 3.04007 3.10061
H -1.27375 3.37695 3.73085
H 0.57288 1.26119 1.58031
H 0.28828 2.57269 0.37687
```

- 2S+1 = 5
- HOMO-LUMO gap (spin up / spin down) (eV) = 6.032 / 5.061
- F_max (eV Å⁻¹) = 6.510
- LUMO (spin up / spin down) (eV) = -6.7 / -8.2
- energy above the lowest of the compared OMol25 structures with the same formula, charge and spin (kcal per mole) = 24.0
- net charge = +2
- <S²> = 6.02



Density functional theory data (wB97M-V/def2-TZVPD) for C19H18Cl2FNO4 in the gas phase.

Structure (XYZ):
```
45
C19H18Cl2FNO4, DFT wB97M-V/def2-TZVPD
O 4.64096 0.66441 1.97848
C 4.24595 0.37344 0.87228
C 4.40350 -1.04104 0.28428
O 3.16976 -1.75438 0.39691
C 2.21951 -1.54223 -0.51241
O 2.33645 -0.79274 -1.45225
C 0.99386 -2.36028 -0.20085
C -0.04438 -2.29806 -1.31692
C -1.29874 -3.07708 -0.91780
O -1.94242 -2.50962 0.20365
C -2.83687 -1.50206 0.04121
C -3.20782 -0.91569 -1.16360
C -4.18488 0.06471 -1.20603
C -4.79910 0.48021 -0.03894
Cl -6.02376 1.68691 -0.09136
C -4.42736 -0.06137 1.18269
C -3.45256 -1.03755 1.21308
Cl -2.96891 -1.72015 2.72209
N 3.62274 1.22139 0.03464
C 3.10453 2.50118 0.47246
C 1.59762 2.47792 0.45209
C 0.87587 3.41092 -0.27887
C -0.50602 3.35799 -0.32132
C -1.15370 2.35051 0.36816
F -2.50081 2.29755 0.32814
C -0.46222 1.40121 1.09944
C 0.91733 1.47660 1.13838
H 5.12211 -1.60428 0.87996
H 4.71304 -0.99269 -0.76443
H 0.56177 -1.97535 0.72645
H 1.30405 -3.38895 -0.00815
H 0.36639 -2.72317 -2.23324
H -0.29725 -1.25422 -1.51147
H -1.99020 -3.16883 -1.76193
H -1.01829 -4.08367 -0.59276
H -2.73997 -1.21560 -2.08734
H -4.46279 0.50568 -2.14965
H -4.88621 0.27447 2.09806
H 3.25484 0.86058 -0.83847
H 3.48097 2.66260 1.48742
H 3.48463 3.29303 -0.17937
H 1.39547 4.18990 -0.81661
H -1.08055 4.07993 -0.87951
H -1.00395 0.63280 1.62798
H 1.47743 0.75510 1.71543
```

- HOMO-LUMO gap (eV) = 9.229
- F_max (eV Å⁻¹) = 0.694
- LUMO (eV) = 0.6
- net charge = 0
- SMILES = O=C(COC(=O)CCCOc1ccc(Cl)cc1Cl)NCc1ccc(F)cc1



Density functional theory data (wB97M-V/def2-TZVPD) for C14H22N6OS2 in the gas phase in a non-equilibrium geometry.

Structure (XYZ):
```
45
C14H22N6OS2, DFT wB97M-V/def2-TZVPD
C -0.31900 -1.91569 -0.80949
C 1.15695 -1.69753 -1.11613
C 2.04055 -2.66541 -0.33545
C 3.53587 -2.40851 -0.58136
C 3.99866 -1.19389 0.12735
N 3.89263 0.05444 -0.27461
C 4.44327 0.76761 0.73590
S 4.55019 2.50302 0.70787
C 3.69135 2.78830 -0.87024
C 2.23672 2.36361 -0.90196
O 1.63390 2.23301 -1.94122
N 1.64941 2.18193 0.31351
C 0.35338 1.76760 0.44824
N -0.17620 1.44742 1.57999
N -1.44908 1.08020 1.47005
C -1.91279 1.11589 0.27499
C -3.29873 0.75861 -0.11098
C -4.07618 0.15299 1.05627
C -5.47901 -0.30303 0.65799
C -6.40451 0.85143 0.29091
S -0.72234 1.63971 -0.92127
N 4.87733 0.03544 1.73761
N 4.58908 -1.21689 1.34055
H -0.60001 -2.94945 -1.00142
H -0.93133 -1.27309 -1.43669
H -0.53563 -1.68903 0.23283
H 1.32968 -1.83829 -2.18509
H 1.44068 -0.67200 -0.87512
H 1.80991 -3.68840 -0.64018
H 1.82532 -2.57904 0.73269
H 4.12150 -3.26086 -0.22977
H 3.70496 -2.27834 -1.65095
H 3.75108 3.86277 -1.05193
H 4.22080 2.26421 -1.66585
H 2.19338 2.28461 1.16362
H -3.26255 0.05240 -0.94542
H -3.79713 1.66211 -0.47196
H -3.51381 -0.69979 1.43899
H -4.13814 0.88769 1.85935
H -5.91377 -0.84804 1.49849
H -5.41053 -0.99615 -0.18387
H -7.41212 0.48391 0.11044
H -6.44462 1.57703 1.10019
H -6.06593 1.35716 -0.60971
H 4.81677 -1.99967 1.93289
```

- HOMO-LUMO gap (eV) = 9.575
- F_max (eV Å⁻¹) = 1.741
- LUMO (eV) = 0.7
- energy above the lowest of the compared OMol25 structures with the same formula, charge and spin (kcal per mole) = 0.4
- net charge = 0
- SMILES = CCCCc1nc(SCC(=O)Nc2nnc(CCCC)s2)n[nH]1



Density functional theory data (wB97M-V/def2-TZVPD) for C6H20ClI2LuOP2 as an isolated structure in a non-equilibrium geometry.

Structure (XYZ):
```
33
C6H20ClI2LuOP2, DFT wB97M-V/def2-TZVPD
I 1.87125 3.45845 2.14012
I -0.21255 4.39966 0.82322
Lu -0.10799 -0.50751 -0.18511
P 1.06370 -1.23433 -2.56663
C 2.15996 -0.08896 -3.48101
C 2.14648 -2.69498 -2.47010
H 2.33411 -3.05408 -3.49237
H 0.46260 -2.20300 -4.68192
H 1.66410 -3.47378 -1.87318
H -0.88651 -2.32062 -3.49687
H 2.98168 0.16719 -2.80058
H 3.09069 -2.43965 -1.97422
C -0.09530 -1.67883 -3.89448
H 2.55261 -0.52064 -4.41427
H -0.57959 -0.78181 -4.29933
H 1.56698 0.80966 -3.69070
P -1.18263 0.68836 2.36513
C -1.22297 2.15168 3.49261
C -3.01521 0.48811 2.33472
H -0.91703 -1.54151 3.37173
H -1.46594 -0.30151 4.55485
H 0.23774 -0.34309 4.05430
C -0.78863 -0.51470 3.71132
H -3.29000 -0.47650 1.90344
H -3.38379 0.56220 3.37172
H -1.86521 1.94637 4.36283
H -1.64064 3.03230 2.98871
H -3.45938 1.30934 1.75979
H -0.22539 2.37325 3.89038
Cl -1.17070 -2.68672 -0.06380
O 1.02702 1.45571 -0.71896
H 0.54974 2.29112 -0.84704
H 1.80077 1.72885 -0.17431
```

- HOMO-LUMO gap (eV) = 7.234
- F_max (eV Å⁻¹) = 2.129
- LUMO (eV) = -8.3
- net charge = +2



> What is the formula in the second record?

C19H18Cl2FNO4



> Which formula does entry 2 have?

C19H18Cl2FNO4



> What is the F_max in the third record?

1.741 eV Å⁻¹